The following is a DFT calculation (ωB97M-V/def2-TZVPD) of CH6Cl2Si2 in the gas phase at a distorted geometry.

Geometry as XYZ:
```
11
Properties=species:S:1:pos:R:3:forces:R:3
C -0.106980 0.042908 -1.711249 0.9 -3.4 -2.5
Si -0.732287 -0.072799 0.028541 -0.4 2.3 -0.7
Si 0.829346 0.052679 1.777905 -0.8 1.3 -0.1
Cl -1.823761 -1.726616 0.026437 -0.8 -1.4 0.4
Cl -2.212983 1.541856 0.073373 1.1 -1.0 0.3
H -0.808800 0.534283 -2.398663 -0.3 -0.4 0.4
H 0.806387 0.528229 -1.984809 0.8 0.6 0.6
H 0.152612 -1.131154 -2.220876 -1.1 3.3 1.7
H 1.729612 -0.989358 1.747004 1.0 -2.4 -0.1
H 0.300319 0.184764 3.131178 -0.3 0.1 0.2
H 1.866533 1.035207 1.531161 -0.1 1.0 -0.2
```
Forces are in eV/Å.

## Properties
- LUMO: 0.652 eV
- ΔE to the lowest compared entry with this formula, charge and spin: 57.12 kJ/mol
- Max |F|: 4.30 eV/A
- Total charge: 0
- SMILES string: C[Si]([SiH3])(Cl)Cl
- Highest occupied orbital energy: -10.61 eV